<A>
The following is a DFT calculation (ωB97M-V/def2-TZVPD) of an isolated molecule of C7H11NO3S.

Cartesian coordinates (Å):
C1 1.900 2.022 -0.723
C2 0.709 1.384 -0.075
C3 0.870 1.097 1.381
C4 -0.386 1.100 -0.769
S1 -1.874 0.320 -0.160
O1 -2.012 0.432 1.271
O2 -2.953 0.811 -0.974
C5 -1.739 -1.482 -0.538
C6 -0.982 -2.253 0.533
N1 0.403 -2.407 0.268
C7 1.347 -1.946 -0.285
O3 2.368 -1.657 -0.752
H1 1.998 3.053 -0.379
H2 1.824 2.022 -1.809
H3 2.802 1.486 -0.431
H4 -0.082 0.868 1.846
H5 1.319 1.956 1.876
H6 1.547 0.253 1.515
H7 -0.493 1.315 -1.819
H8 -1.293 -1.577 -1.524
H9 -2.779 -1.797 -0.579
H10 -1.113 -1.733 1.490
H11 -1.384 -3.266 0.637

Its SMILES is CC(C)=CS(=O)(=O)CCN=C=O. The orbital gap is 11.0 eV. The calculation puts the highest occupied orbital energy at -0.3830 Eh.


<B>
The following is a DFT calculation (ωB97M-V/def2-TZVPD) of a cluster of 2 separate species, C7H11NO3S in total.

Cartesian coordinates (Å):
C1 1.086 1.393 3.421
C2 0.175 0.455 1.369
C3 -0.980 0.301 0.524
C4 -1.656 -0.001 -2.452
C5 1.889 -0.741 -0.786
C6 -2.066 1.044 -1.408
C7 1.716 -1.021 0.682
N1 0.289 1.145 2.350
O1 1.915 2.256 3.465
O2 -1.660 -0.655 0.694
O3 -1.134 1.264 -0.396
S1 1.081 -2.596 1.184
H1 0.505 0.957 4.257
H2 -2.345 -0.779 -2.442
H3 -1.511 0.303 -3.438
H4 -0.662 -0.544 -2.136
H5 1.013 -0.032 -1.017
H6 1.867 -1.680 -1.174
H7 2.771 -0.154 -1.108
H8 -3.082 0.941 -1.127
H9 -2.094 2.081 -1.909
H10 2.659 -0.906 1.291
H11 0.223 -3.029 0.156

The orbital gap (alpha / beta) is 8.1 / 8.1 eV. The calculation puts the highest occupied orbital energy (alpha / beta) at -0.2982 / -0.2982 Eh.


Bottom line: <A>, by a margin of 78.7 kcal/mol.


<A>
The following is a DFT calculation (ωB97M-V/def2-TZVPD) of a cluster of 6 separate species, BrH10O5 in total.

Cartesian coordinates (Å):
Br1 -0.062 0.298 0.322
O1 -2.061 -2.364 1.901
H1 -1.493 -1.679 1.592
H2 -2.346 -2.900 1.113
O2 -2.958 1.745 0.733
H3 -2.901 2.259 -0.081
H4 -2.231 1.200 0.592
O3 0.980 -2.082 -1.743
H5 0.869 -1.547 -0.903
H6 1.884 -2.428 -1.618
O4 0.554 2.753 -2.380
H7 0.685 2.208 -1.639
H8 0.979 2.352 -3.114
O5 2.669 0.109 2.114
H9 1.982 0.267 1.455
H10 3.446 -0.197 1.661

Its total charge is -1. The orbital gap is 8.9 eV. The calculation puts the highest occupied orbital energy at -0.2017 Eh.


<B>
The following is a DFT calculation (ωB97M-V/def2-TZVPD) of a structure of composition BrH10O5.

Cartesian coordinates (Å):
Br1 -0.833 0.376 0.553
O1 -0.423 2.835 -0.167
H1 0.460 2.476 -0.250
H2 -0.924 2.142 0.264
O2 0.612 -1.045 -0.693
H3 0.149 -0.223 -0.529
H4 1.340 -0.800 -1.264
O3 -0.991 -1.877 -0.578
H5 -1.384 -1.035 -0.349
H6 -1.674 -2.335 -1.068
O4 1.159 1.698 -0.183
H7 0.717 1.070 0.389
H8 2.077 1.664 0.086
O5 -0.080 -1.843 0.925
H9 0.268 -2.116 1.774
H10 -0.472 -0.986 1.092

Its total charge is -1. The orbital gap is 7.1 eV. The calculation puts the highest occupied orbital energy at -0.1243 Eh.


Bottom line: <A>, by a margin of 378.9 kcal/mol.


<A>
The following is a DFT calculation (ωB97M-V/def2-TZVPD) of a cluster of 3 separate species, C4H16NO2 in total.

Cartesian coordinates (Å):
C1 0.985 -2.004 -0.442
C2 0.708 -0.753 -1.098
N1 -0.330 0.082 -0.338
C3 -1.075 1.111 -1.218
C4 1.914 0.118 -1.590
H1 0.600 -2.946 -0.971
H2 0.768 -2.145 0.623
H3 2.126 -2.147 -0.774
H4 0.082 -0.922 -2.076
H5 -1.176 -0.379 0.110
H6 0.217 0.547 0.482
H7 -0.390 2.115 -1.345
H8 -1.237 0.840 -2.197
H9 -2.008 1.422 -0.744
H10 2.607 -0.474 -2.256
H11 2.484 0.636 -0.778
H12 1.672 1.060 -2.094
H13 -2.442 0.189 2.130
H14 -1.908 -1.159 2.434
O1 -1.733 -0.410 1.910
H15 -1.291 1.935 3.765
H16 0.142 1.789 3.341
O2 -0.713 1.494 3.125

Its total charge is +1. The orbital gap is 12.0 eV. The calculation puts the highest occupied orbital energy at -0.5455 Eh.


<B>
The following is a DFT calculation (ωB97M-V/def2-TZVPD) of a cluster of 4 separate species, C4H16NO2 in total.

Cartesian coordinates (Å):
C1 1.014 -1.068 -0.956
C2 -0.019 0.099 -1.062
C3 0.528 1.310 -1.797
C4 -1.289 -0.429 -1.659
N1 0.799 -1.894 0.182
H1 0.976 -1.681 -1.847
H2 2.008 -0.591 -0.814
H3 -0.223 0.396 -0.010
H4 1.585 1.498 -1.631
H5 0.352 1.239 -2.862
H6 -0.011 2.207 -1.507
H7 -1.151 -0.768 -2.705
H8 -2.206 0.155 -1.674
H9 -1.549 -1.377 -1.151
H10 -2.073 6.076 4.222
H11 0.755 -1.288 1.091
H12 1.479 -2.643 0.236
H13 -2.169 0.263 2.178
H14 -1.387 5.895 3.997
O1 -1.436 0.760 1.800
H15 1.237 -0.011 2.761
H16 -0.614 0.239 1.982
O2 0.895 -0.239 1.868

Its total charge is +1. The orbital gap is 4.8 eV. The calculation puts the highest occupied orbital energy at -0.5490 Eh.


<C>
The following is a DFT calculation (ωB97M-V/def2-TZVPD) of a cluster of 3 separate species, C4H16NO2 in total.

Cartesian coordinates (Å):
C1 0.380 -1.469 1.608
C2 -0.117 -0.860 0.288
C3 -1.501 -0.246 0.373
C4 -1.870 0.691 -0.790
N1 0.896 0.266 0.036
H1 -0.334 -2.143 2.075
H2 0.563 -0.640 2.285
H3 1.331 -1.987 1.501
H4 0.030 -1.535 -0.542
H5 -2.218 -1.058 0.457
H6 -1.659 0.363 1.271
H7 -2.015 0.010 -1.641
H8 -2.818 1.192 -0.648
H9 -1.185 1.465 -1.103
H10 0.437 1.018 -0.493
H11 1.368 0.736 0.802
H12 1.560 -0.017 -0.702
H13 1.695 -2.225 -2.242
H14 3.107 -1.827 -1.673
O1 2.198 -1.515 -1.817
H15 0.646 3.575 -0.130
H16 -0.425 3.237 0.967
O2 -0.071 2.967 0.114

Its total charge is +1. The orbital gap is 12.4 eV. The calculation puts the highest occupied orbital energy at -0.5619 Eh.


Bottom line: <C>, by a margin of 45.6 kcal/mol.